The following is a DFT calculation (ωB97M-V/def2-TZVPD) of a cluster of 5 separate species, H10O5 in total.

Geometry as XYZ:
```
15
Properties=species:S:1:pos:R:3:lowdin_charge:R:1
O 0.06 -0.82 0.12 -0.05
O 0.99 1.98 0.11 -0.05
O -2.77 -0.45 -0.91 -0.06
O 3.06 0.08 -1.29 -0.06
O -1.76 -0.57 2.43 -0.08
H 3.42 0.80 -1.81 0.04
H 0.15 2.19 0.54 0.06
H -1.81 -1.51 2.60 0.03
H 3.05 0.42 -0.39 0.03
H -3.37 -1.20 -0.98 0.03
H -1.91 -0.78 -1.22 0.01
H -1.20 -0.49 1.64 -0.02
H 0.55 -1.65 0.10 0.06
H 0.82 2.14 -0.83 0.05
H 0.71 -0.14 -0.12 0.01
```

Calculated values
Energy above the lowest of the compared OMol25 structures with the same formula, charge and spin: 89.13 kJ/mol
DFT total energy: -382.190227 Ha
LUMO: 0.36 eV
Kohn-Sham gap: 10.94 eV
SMILES: O.O.O.O.O

---

The following is a DFT calculation (ωB97M-V/def2-TZVPD) of a cluster of 5 separate species, C33H70NO11PSSi in total in a non-equilibrium geometry.

Geometry as XYZ:
```
118
Properties=species:S:1:pos:R:3:lowdin_charge:R:1
S 4.69 -3.94 3.41 0.28
P 5.88 -3.03 2.15 0.42
Si 3.37 -0.73 -2.97 0.48
O -3.60 0.56 2.05 -0.08
O 7.98 4.90 1.90 -0.22
O 6.20 -4.12 0.89 -0.26
O 0.56 -4.31 0.18 0.06
O -5.31 0.43 3.61 0.02
O 4.41 -1.94 -2.32 -0.27
O -4.90 -3.61 -0.07 0.05
O -9.47 0.37 0.63 0.06
O -4.79 3.39 -2.75 0.05
O 2.82 -0.29 1.44 -0.22
O 7.33 -2.72 3.03 -0.28
N 5.95 -0.30 2.21 -0.05
C -4.66 -0.13 2.69 -0.40
C -3.95 1.97 1.89 -0.16
C -9.14 0.97 1.64 -0.49
C 7.19 5.27 0.75 -0.13
C 3.36 0.92 -1.97 -0.18
C -5.80 -3.78 -0.87 -0.50
C -5.91 5.44 -2.28 -0.02
C -5.53 -4.04 -2.32 -0.02
C 1.52 -1.26 -3.09 -0.19
C 6.97 1.74 1.11 -0.18
C 5.15 -1.35 1.52 -0.44
C -0.78 0.75 0.66 -0.20
C -10.04 2.02 2.25 -0.03
C 7.93 2.38 2.24 -0.16
C 2.37 -5.69 -0.50 -0.02
C -7.84 0.69 2.33 -0.03
C 3.60 -1.38 1.99 -0.22
C 3.92 -0.23 -4.76 -0.19
C 7.37 3.84 2.66 -0.23
C -4.68 4.99 -4.50 -0.02
C 5.33 -1.38 -0.09 -0.11
C -7.25 -3.74 -0.43 -0.02
C -2.97 1.68 -0.60 -0.18
C -1.40 1.39 -0.70 -0.21
C 1.42 -0.63 1.33 -0.19
C 5.62 1.08 1.75 -0.20
C 0.12 -5.60 -1.76 -0.02
C 4.15 -2.16 -0.88 -0.21
C -5.10 4.50 -3.14 -0.49
C -4.98 -1.62 2.19 0.01
C 0.98 -5.12 -0.62 -0.50
C -3.19 2.68 0.67 -0.16
C 0.77 0.49 0.35 -0.17
H 7.93 1.65 3.12 0.11
H -10.32 1.72 3.26 0.09
H 3.06 0.34 -5.26 0.04
H 4.15 -3.28 -0.71 0.11
H -4.45 -4.04 -2.49 0.08
H -8.02 0.34 3.35 0.10
H -1.13 0.69 -1.57 0.11
H 7.56 4.73 -0.20 0.09
H 1.37 -2.10 -3.85 0.04
H -5.98 -3.26 -2.93 0.09
H 0.93 -0.64 2.36 0.14
H 6.63 2.60 0.43 0.10
H -7.30 -0.08 1.78 0.06
H 7.53 1.01 0.43 0.11
H 5.38 -0.34 -0.57 0.10
H 6.30 -1.91 -0.42 0.13
H -7.72 -4.70 -0.63 0.09
H -5.41 -2.21 3.08 0.11
H 1.23 -1.64 0.81 0.12
H -3.28 2.29 -1.54 0.09
H 3.08 -2.36 1.64 0.10
H -7.30 -3.54 0.64 0.08
H 4.27 -1.14 -5.35 0.04
H 2.94 -5.44 -1.40 0.08
H -3.57 0.72 -0.50 0.11
H -7.77 -2.94 -0.96 0.09
H 7.26 6.38 0.54 0.09
H 4.85 1.13 0.91 0.10
H 3.55 -1.33 3.13 0.12
H -1.34 -0.20 0.94 0.12
H 0.60 -5.36 -2.71 0.08
H 2.87 -5.25 0.36 0.07
H -4.02 -2.14 1.87 0.09
H 3.11 -1.69 -0.70 0.09
H -3.58 2.49 2.85 0.14
H 7.72 4.00 3.75 0.13
H -5.07 2.13 1.74 0.12
H -6.85 5.68 -2.78 0.09
H 4.75 0.56 -4.60 0.04
H 3.42 0.77 -0.84 0.01
H -4.11 4.21 -5.00 0.08
H -7.23 1.60 2.35 0.08
H 2.32 -6.77 -0.37 0.09
H -0.85 -5.11 -1.71 0.08
H -5.93 -5.02 -2.61 0.09
H -5.57 5.22 -5.10 0.09
H 8.96 2.56 1.79 0.12
H 0.90 -0.35 -3.42 0.05
H 1.34 1.47 0.55 0.12
H 0.94 0.24 -0.75 0.07
H 2.39 1.47 -2.19 0.05
H 6.07 5.00 0.87 0.10
H -5.34 6.35 -2.08 0.09
H -0.83 2.38 -0.86 0.12
H -0.03 -6.68 -1.68 0.09
H -10.95 2.11 1.64 0.08
H -0.81 1.55 1.49 0.11
H 6.29 -4.99 1.34 0.07
H 5.23 1.77 2.57 0.12
H -3.85 3.53 0.30 0.11
H -9.53 2.98 2.26 0.08
H 4.23 1.60 -2.26 0.04
H -6.14 4.95 -1.33 0.08
H 6.23 3.88 2.70 0.12
H 6.99 -2.28 3.85 0.06
H -5.73 -1.63 1.34 0.07
H 6.93 -0.46 1.88 0.09
H -2.18 3.12 0.98 0.10
H 1.18 -1.53 -2.04 0.02
H -4.06 5.88 -4.40 0.09
```

Calculated values
DFT total energy: -3210.735010 Ha
LUMO: 0.49 eV
Kohn-Sham gap: 9.20 eV
SMILES: COCCCCN[C@](CCO[Si](C)(C)C)(COCCCCCCCOC(C)=O)P(O)(O)=S.CC(C)=O.CC(C)=O.CC(C)=O.CC(C)=O

---

The following is a DFT calculation (ωB97M-V/def2-TZVPD) of a cluster of 2 separate species, C18H19B2ClF19N2O7S in total.

Geometry as XYZ:
```
69
Properties=species:S:1:pos:R:3:lowdin_charge:R:1
Cl 5.50 -0.52 1.69 0.71
S 1.84 1.91 -1.64 0.87
F -2.14 2.47 1.20 0.17
F -1.46 -1.65 0.74 0.14
F -3.37 -2.57 0.29 0.18
F -3.72 -1.20 -1.88 0.20
F -2.16 -0.52 3.01 0.16
F -6.14 -2.12 -1.11 0.14
F -0.17 3.12 2.50 0.14
F -2.03 0.13 -1.50 0.15
F -1.68 -1.90 -3.36 0.20
F -5.90 -2.54 -3.35 0.14
F -0.81 0.85 0.69 0.14
F -3.55 1.15 2.83 0.16
F 1.21 1.14 4.20 0.12
F -3.96 0.60 0.22 0.18
F -1.80 -3.35 -1.76 0.20
F -4.46 -0.93 1.68 0.18
F -0.28 -1.81 -1.71 0.16
F -1.16 1.89 3.99 0.16
F 0.42 -0.32 2.80 0.13
O -9.67 -0.39 -2.98 0.11
O -10.12 -3.26 -2.49 0.11
O -7.88 -3.26 -2.25 0.20
O 4.28 2.20 -2.60 -0.19
O -7.53 -0.96 -2.64 0.20
O 3.78 0.57 -0.07 -0.13
O 1.84 -1.30 0.20 0.15
N 3.65 3.98 -1.19 0.07
N 5.76 1.75 -0.46 0.09
C 3.59 2.55 -1.44 -0.77
C -1.56 -2.08 -2.05 -0.54
C 2.17 -3.82 1.78 -0.10
C -9.05 -2.71 -2.48 -0.42
C 4.34 1.84 -0.25 -0.39
C 3.99 2.96 -3.76 -0.10
C 0.76 0.99 2.92 -0.42
C -8.82 -1.19 -2.74 -0.42
C -2.53 -1.11 -1.31 -0.36
C 1.84 1.33 1.92 -0.07
C 3.21 0.74 2.32 -0.15
C -2.69 -1.44 0.20 -0.32
C 3.82 -0.09 1.17 -0.68
C -0.53 1.85 2.81 -0.34
C -1.53 1.39 1.69 -0.33
C -2.65 0.40 2.16 -0.35
C 3.32 -2.79 1.70 -0.16
C -3.45 -0.33 1.04 -0.33
B -6.79 -2.23 -2.33 -1.05
B 2.96 -1.45 0.98 -0.47
H 3.14 0.08 3.19 0.12
H 1.70 -1.98 -0.47 0.11
H 3.91 1.53 2.62 0.12
H 4.34 3.99 -3.65 0.08
H 4.18 -3.23 1.17 0.10
H 3.70 -2.56 2.70 0.09
H 2.92 2.94 -3.99 0.07
H 1.90 2.41 1.79 0.13
H 1.20 3.04 -1.29 -0.13
H 2.97 4.47 -1.76 0.07
H 1.20 -3.38 1.52 0.06
H 4.53 2.48 -4.58 0.09
H 3.38 4.16 -0.23 0.08
H 2.08 -4.22 2.79 0.07
H 1.54 0.91 0.96 0.08
H 6.13 2.61 -0.84 0.09
H 2.34 -4.67 1.12 0.07
H 5.97 0.97 -1.08 0.09
H 4.18 2.49 0.63 0.14
```

Calculated values
DFT total energy: -4139.434813 Ha
LUMO: 1.62 eV
Kohn-Sham gap: 7.92 eV
Net charge: -1

---

The following is a DFT calculation (ωB97M-V/def2-TZVPD) of the molecule C2H5N3OS in a non-equilibrium geometry.

Geometry as XYZ:
```
12
Properties=species:S:1:pos:R:3:lowdin_charge:R:1
S 1.28 -1.27 -0.07 0.83
O -1.14 -2.62 -0.36 0.00
N -0.62 1.73 -0.45 -0.15
N -1.53 2.80 -0.27 -0.07
N 1.03 0.22 0.72 -0.46
C -0.68 -1.59 -0.06 -0.47
C 0.38 1.49 0.41 -0.24
H -1.35 -0.61 0.34 0.14
H -1.74 3.13 -1.34 0.13
H 1.57 0.19 1.63 0.09
H 0.71 2.32 0.97 0.08
H -0.78 3.54 0.26 0.13
```

Calculated values
Energy above the lowest of the compared OMol25 structures with the same formula, charge and spin: 487.45 kJ/mol
DFT total energy: -716.755049 Ha
LUMO: 0.48 eV
Kohn-Sham gap: 8.72 eV
SMILES: N/N=C/NSC=O

---

The following is a DFT calculation (ωB97M-V/def2-TZVPD) of a cluster of 4 separate species, C27H31BrN4O3S in total in a non-equilibrium geometry.

Geometry as XYZ:
```
67
Properties=species:S:1:pos:R:3:lowdin_charge:R:1
Br -3.63 0.47 1.26 0.77
S -6.10 2.60 -0.04 0.77
O -6.71 1.52 0.80 -0.33
O -5.79 3.77 0.84 -0.30
O -7.33 3.12 -1.08 -0.25
N 0.85 1.24 -0.44 0.06
N -1.72 4.50 0.12 0.06
N 6.30 -3.96 3.73 0.06
N 3.57 -2.70 -0.35 0.05
C 1.18 2.49 -0.81 -0.14
C 4.00 -4.50 1.19 -0.09
C 4.61 -3.12 -1.08 -0.15
C 3.28 -3.39 0.76 -0.15
C 7.20 -4.38 4.63 -0.15
C -4.14 0.56 -0.65 -0.59
C -2.98 0.01 -1.61 -0.26
C 3.35 1.84 -1.54 -0.08
C 5.26 -2.67 5.47 -0.07
C -3.50 3.07 -1.26 -0.13
C -1.83 4.45 -2.54 -0.04
C -1.78 -0.75 -0.84 -0.19
C -5.38 1.75 -2.57 -0.16
C 3.04 0.54 -1.17 -0.07
C -3.01 3.49 -2.64 0.01
C 5.35 -3.12 4.16 -0.15
C 7.19 -3.99 5.96 -0.08
C 6.20 -3.12 6.38 -0.08
C 5.08 -4.91 0.41 -0.08
C 1.78 0.29 -0.63 -0.15
C -7.91 1.98 -1.76 -0.22
C -6.82 1.04 -2.47 -0.15
C -2.81 3.62 -0.03 -0.08
C 2.40 2.83 -1.36 -0.07
C -1.30 4.84 -1.19 -0.17
C 5.39 -4.22 -0.74 -0.07
C -4.70 2.02 -1.11 -0.41
H 2.61 3.86 -1.64 0.10
H -3.25 3.26 0.97 0.08
H -2.24 -1.61 -0.26 0.06
H 0.41 3.23 -0.64 0.06
H -2.50 0.78 -2.28 0.10
H -0.38 5.53 -1.20 0.11
H 6.15 -2.79 7.42 0.11
H -1.33 4.84 -3.48 0.10
H 3.75 -0.27 -1.30 0.07
H 6.22 -4.52 -1.37 0.10
H 3.73 -5.02 2.09 0.10
H 4.64 -2.80 3.41 0.09
H 7.96 -5.05 4.26 0.10
H 4.82 -2.54 -1.97 0.10
H -1.16 -0.04 -0.18 0.04
H 4.32 2.07 -1.97 0.10
H -3.40 3.16 -3.65 0.10
H 4.47 -1.99 5.76 0.10
H -1.04 -1.13 -1.63 0.08
H 1.49 -0.71 -0.33 0.09
H -4.66 1.28 -3.30 0.12
H 2.43 -3.03 1.33 0.10
H -6.81 0.03 -1.96 0.11
H -7.16 0.85 -3.55 0.12
H -5.59 2.81 -2.97 0.13
H 7.94 -4.36 6.65 0.10
H -8.64 2.34 -2.56 0.13
H 5.66 -5.78 0.71 0.11
H -3.45 -0.78 -2.31 0.12
H -5.04 -0.15 -0.78 0.10
H -8.52 1.32 -1.06 0.13
```

Calculated values
DFT total energy: -4464.199916 Ha
LUMO: 0.03 eV
Kohn-Sham gap: 9.23 eV
SMILES: CC[C@@H](Br)[C@@]1(c2cccnc2)CCCOS1(=O)=O.c1ccncc1.c1ccncc1.c1ccncc1

---

| no. | HOMO energy (eV) |
| --- | --- |
| 1 | -10.58 |
| 2 | -8.71 |
| 3 | -6.30 |
| 4 | -8.23 |
| 5 | -9.19 |